A molecular structure, C44H36F4I2IrN12O2P. Source: the Open Molecules 2025 dataset; level of theory: wB97M-V/def2-TZVPD.

```
102
Properties=species:S:1:pos:R:3
Ir -0.152 2.010 0.169
I 7.387 4.503 0.460
C 5.563 3.701 -0.199
C 5.530 2.449 -0.818
C 4.326 1.949 -1.235
I 4.190 0.081 -2.163
C 3.068 2.647 -1.072
O 1.997 2.136 -1.471
C 3.161 3.948 -0.447
C 1.957 4.840 -0.278
N 0.669 4.245 -0.614
C -0.401 5.234 -0.579
C -1.744 4.586 -0.418
C -2.901 5.322 -0.664
C -4.139 4.747 -0.444
C -4.181 3.459 0.075
C -2.992 2.801 0.306
N -1.784 3.323 0.032
C 4.376 4.430 -0.032
H 6.446 1.894 -0.968
H 2.130 5.728 -0.909
H 1.907 5.193 0.759
H 0.736 3.867 -1.560
H -0.397 5.877 -1.471
H -0.259 5.898 0.283
H -2.822 6.333 -1.033
H -5.048 5.287 -0.657
H -5.117 2.973 0.302
H -3.000 1.815 0.747
H 4.428 5.407 0.426
C -1.584 -4.203 -5.990
C -2.215 -4.311 -4.662
C -3.511 -4.835 -4.504
C -4.100 -4.905 -3.268
C -3.413 -4.436 -2.128
N -4.079 -4.430 -0.930
C -3.811 -3.857 0.303
O -4.286 -4.314 1.305
N -2.971 -2.740 0.400
C -2.740 -1.649 -0.411
C -3.382 -1.405 -1.631
C -3.003 -0.307 -2.379
C -2.029 0.554 -1.897
N -1.476 0.375 -0.698
C -1.809 -0.694 0.018
C -2.084 -3.981 -2.268
C -1.509 -3.907 -3.510
H -2.240 -4.539 -6.787
H -0.658 -4.785 -6.015
H -1.280 -3.172 -6.186
H -4.053 -5.168 -5.377
H -5.101 -5.300 -3.166
H -4.864 -5.075 -0.860
H -2.695 -2.621 1.370
H -4.177 -2.044 -1.979
H -3.478 -0.103 -3.325
H -1.694 1.403 -2.475
H -1.322 -0.811 0.979
H -1.513 -3.725 -1.391
H -0.497 -3.546 -3.617
C -1.192 2.259 5.453
N -0.489 1.091 4.957
C 0.911 1.129 5.347
N 1.520 2.337 4.818
C 0.820 3.516 5.297
N -0.585 3.468 4.920
C -0.801 3.652 3.517
P 0.038 2.280 2.532
C -0.671 0.864 3.557
C 1.711 2.317 3.405
H -1.125 2.278 6.542
H -2.245 2.218 5.166
H 1.430 0.249 4.961
H 0.977 1.135 6.436
H 1.280 4.416 4.884
H 0.890 3.557 6.386
H -0.403 4.622 3.204
H -1.875 3.636 3.300
H -0.158 -0.060 3.271
H -1.740 0.771 3.334
H 2.266 3.204 3.088
H 2.279 1.428 3.115
F 1.161 -2.053 -1.702
C 2.017 -2.964 -1.202
C 2.341 -4.068 -1.960
F 1.809 -4.161 -3.181
C 3.173 -5.103 -1.465
C 3.639 -4.934 -0.137
C 3.310 -3.817 0.618
F 3.755 -3.708 1.864
C 2.501 -2.786 0.105
C 2.158 -1.631 0.884
C 1.572 -0.474 0.445
N 1.090 0.589 0.360
C 2.278 -1.516 2.280
N 2.196 -1.262 3.399
F 4.396 -5.871 0.408
C 3.496 -6.253 -2.246
C 4.291 -7.308 -1.778
N 4.942 -8.191 -1.440
C 3.033 -6.428 -3.559
N 2.646 -6.581 -4.630
```

* expectation value of S²: 8.85
* net charge: +3
* multiplicity: 6
* gap between HOMO and LUMO (spin up / spin down): 7.00 / 3.53 eV
* energy above the lowest of the compared OMol25 structures with the same formula, charge and spin: 1.5 kcal per mole
* HOMO energy (spin up / spin down): -14.51 / -14.48 eV



A molecular structure, C11H39AgO9. Source: the Open Molecules 2025 dataset; level of theory: wB97M-V/def2-TZVPD.

```
60
Properties=species:S:1:pos:R:3
Ag -38.291 14.129 2.122
C -36.075 11.575 4.816
C -37.470 11.215 4.208
C -38.394 11.006 5.420
O -37.927 12.110 3.267
H -36.014 12.536 5.327
H -35.388 11.771 3.992
H -35.519 10.782 5.317
H -37.281 10.241 3.758
H -39.346 10.579 5.105
H -38.572 11.917 5.992
H -37.949 10.329 6.149
C -42.922 10.343 4.348
O -43.486 9.196 3.766
H -42.855 10.236 5.431
H -41.908 10.545 4.003
H -43.449 11.249 4.051
H -44.419 9.234 3.985
C -35.050 14.041 2.292
O -36.172 13.957 1.445
H -34.449 14.853 1.883
H -35.227 14.251 3.347
H -34.431 13.146 2.241
H -35.807 13.981 0.557
C -32.428 12.479 4.764
O -31.238 11.945 4.279
H -33.197 11.731 4.571
H -32.467 12.656 5.839
H -32.692 13.408 4.257
H -31.201 11.897 3.321
C -36.653 13.115 8.762
O -37.082 14.401 8.495
H -35.855 12.796 8.093
H -36.181 12.993 9.737
H -37.449 12.370 8.756
H -36.291 14.934 8.380
C -38.784 7.762 7.657
O -38.499 8.795 8.580
H -38.013 7.007 7.508
H -39.709 7.288 7.985
H -38.940 8.290 6.716
H -38.204 8.321 9.361
C -37.924 14.948 5.380
O -37.606 15.307 4.050
H -38.855 14.388 5.471
H -37.149 14.346 5.854
H -37.981 15.921 5.868
H -36.845 15.882 4.158
C -39.515 9.038 1.478
O -38.882 10.279 1.215
H -39.776 8.514 0.558
H -38.903 8.387 2.102
H -40.401 9.151 2.102
H -38.541 10.637 2.038
C -34.697 9.547 1.931
O -33.449 9.533 1.232
H -35.122 10.550 1.926
H -35.365 8.901 1.361
H -34.592 9.033 2.887
H -33.632 9.590 0.291
```

* expectation value of S²: 2.01
* net charge: +2
* multiplicity: 3
* gap between HOMO and LUMO (spin up / spin down): 8.61 / 1.44 eV
* HOMO energy (spin up / spin down): -14.76 / -14.18 eV



C24H30N2O4S in the gas phase. Source: the Open Molecules 2025 dataset; level of theory: wB97M-V/def2-TZVPD.

```
61
Properties=species:S:1:pos:R:3
C -0.415 -3.375 -1.044
C -1.349 -3.738 0.108
O -2.454 -2.867 0.194
C -2.261 -1.572 0.584
C -1.195 -1.103 1.328
C -1.114 0.237 1.691
C -2.111 1.122 1.333
C -2.025 2.585 1.672
C -1.871 3.430 0.396
N -0.722 3.016 -0.369
C -0.817 2.194 -1.428
O -1.865 1.876 -1.955
C 0.537 1.706 -1.939
C 1.235 0.775 -0.931
C 2.169 1.528 -0.008
O 1.988 2.696 0.303
N 3.270 0.871 0.447
C 4.328 1.648 1.071
C 5.424 1.909 0.055
S 6.178 0.336 -0.497
C 4.892 -0.829 -0.186
C 5.217 -2.172 -0.360
C 4.286 -3.160 -0.116
C 3.018 -2.819 0.330
C 2.687 -1.490 0.505
C 3.601 -0.479 0.222
C -3.197 0.652 0.598
C -3.281 -0.670 0.202
O -4.273 -1.210 -0.551
C -5.250 -0.364 -1.121
C -6.393 -0.051 -0.157
H 0.044 -2.403 -0.877
H -0.983 -3.330 -1.970
H 0.367 -4.123 -1.144
H -0.798 -3.782 1.057
H -1.796 -4.720 -0.071
H -0.413 -1.779 1.642
H -0.265 0.580 2.266
H -2.928 2.907 2.196
H -1.167 2.763 2.324
H -1.768 4.487 0.657
H -2.743 3.302 -0.249
H 0.198 3.159 0.037
H 0.356 1.162 -2.866
H 1.170 2.569 -2.155
H 1.800 0.007 -1.462
H 0.467 0.281 -0.329
H 3.894 2.594 1.403
H 4.718 1.098 1.931
H 6.235 2.497 0.481
H 5.022 2.422 -0.819
H 6.214 -2.421 -0.687
H 4.553 -4.196 -0.256
H 2.294 -3.586 0.555
H 1.714 -1.214 0.879
H -3.965 1.353 0.318
H -4.786 0.554 -1.501
H -5.639 -0.932 -1.972
H -6.035 0.486 0.718
H -6.854 -0.977 0.177
H -7.142 0.555 -0.661
```

* net charge: 0
* multiplicity: 1
* gap between HOMO and LUMO: 8.46 eV
* energy above the lowest of the compared OMol25 structures with the same formula, charge and spin: 8.5 kcal per mole
* SMILES: CCOc1ccc(CCNC(=O)CCC(=O)N2CCSc3ccccc32)cc1OCC
* HOMO energy: -7.84 eV



Max |F|, respectively: 0.0366; 0.0606; 0.0127 hartree/bohr.